No. 1
# C27H24CdCl2N5O7Si

C27H24CdCl2N5O7Si as an isolated structure (ωB97M-V/def2-TZVPD, the OMol25 dataset).

CARTESIAN COORDINATES (ANGSTROEM)
Cd1 -0.507 -0.011 -0.476
O1 3.434 5.062 3.492
N1 2.317 5.436 3.184
O2 1.814 6.468 3.584
C1 1.514 4.585 2.295
C2 0.504 5.212 1.655
C3 -0.304 4.520 0.710
C4 -1.346 5.135 -0.010
C5 -2.051 4.397 -0.922
C6 -1.704 3.051 -1.121
N2 -0.737 2.462 -0.450
C7 -0.053 3.167 0.463
C8 0.983 2.481 1.212
N3 1.102 1.165 0.992
C9 2.040 0.484 1.609
C10 2.910 1.087 2.521
C11 2.789 2.427 2.788
C12 1.805 3.182 2.118
H1 0.328 6.261 1.850
H2 -1.575 6.179 0.164
H3 -2.863 4.827 -1.491
H4 -2.221 2.438 -1.851
H5 2.084 -0.577 1.381
H6 3.663 0.493 3.020
H7 3.444 2.900 3.499
O3 -6.689 0.173 -1.671
C13 -5.501 0.131 -1.457
C14 -4.827 0.103 -0.105
O4 -5.377 0.110 0.986
C15 -3.399 0.109 -0.374
C16 -3.133 0.026 -1.770
O5 -1.953 -0.019 -2.257
C17 -4.405 0.072 -2.508
O6 -4.577 0.117 -3.711
O7 -2.472 0.162 0.516
C18 2.368 1.770 -2.903
C19 2.547 0.314 -2.569
C20 3.592 -0.430 -3.096
C21 3.650 -1.785 -2.770
C22 2.709 -2.349 -1.943
C23 1.669 -1.537 -1.418
N4 1.628 -0.224 -1.771
N5 0.709 -1.928 -0.561
Si1 0.005 -3.500 -0.492
C24 -1.595 -3.386 0.477
C25 -0.377 -4.129 -2.225
C26 1.109 -4.751 0.397
H8 3.325 2.293 -2.924
H9 1.713 2.238 -2.169
H10 1.903 1.880 -3.885
H11 4.325 0.032 -3.743
H12 4.447 -2.404 -3.168
H13 2.761 -3.396 -1.675
H14 -2.232 -2.578 0.107
H15 -1.391 -3.198 1.534
H16 -2.160 -4.320 0.403
H17 -1.030 -3.413 -2.731
H18 -0.890 -5.094 -2.192
H19 0.522 -4.246 -2.835
H20 1.395 -4.359 1.376
H21 2.026 -4.973 -0.155
H22 0.584 -5.698 0.557
Cl1 -0.798 -0.805 3.032
C27 -2.571 -0.860 3.207
Cl2 -3.045 -0.835 4.915
H23 -2.919 -1.787 2.770
H24 -2.990 -0.010 2.688

E_HOMO = -4.31 eV
HOMO-LUMO gap = 0.1732 Ha
LUMO = 0.40 eV
total charge = -1

Mulliken atomic charge list, values in e, 2 entries:
1 Cd 1.72
2 O -0.60

---

No. 2
# C4H14NO

A 3-piece molecular cluster, C4H14NO overall (ωB97M-V/def2-TZVPD, the OMol25 dataset).

CARTESIAN COORDINATES (ANGSTROEM)
C1 -0.258 -0.394 1.038
C2 -0.983 -1.150 -0.061
C3 -2.422 -0.287 -0.388
C4 -2.146 1.198 -0.685
N1 2.486 -0.260 1.332
H1 -0.492 0.700 0.934
H2 -0.421 -0.840 2.091
H3 -0.495 -1.341 -1.095
H4 -1.222 -2.200 0.191
H5 -2.967 -0.750 -1.122
H6 -2.883 -0.427 0.544
H7 -1.081 1.477 -0.657
H8 -2.669 2.052 -0.082
H9 -2.324 1.404 -1.758
H10 1.442 -0.278 1.548
H11 2.965 0.475 1.920
H12 3.028 -1.127 1.432
H13 1.974 0.198 -1.829
H14 2.421 0.394 -0.420
O1 2.523 0.736 -1.306

E_HOMO = -14.11 eV
HOMO-LUMO gap = 0.2134 Ha
LUMO = -8.31 eV
total charge = +1

Mulliken atomic charge list, values in e, 2 entries:
1 C -0.35
2 C -0.47

---

No. 3
# C33H63FIO11PS4Si3

C33H63FIO11PS4Si3 as an isolated structure (ωB97M-V/def2-TZVPD, the OMol25 dataset).

CARTESIAN COORDINATES (ANGSTROEM)
C1 2.520 5.857 7.898
O1 1.113 6.045 7.831
C2 0.397 4.835 7.967
C3 0.681 3.811 6.859
C4 0.238 4.301 5.463
C5 0.752 3.353 4.357
C6 -0.237 2.184 4.053
C7 0.481 0.806 3.901
C8 0.181 0.084 2.560
C9 1.482 -0.263 1.721
Si1 1.204 0.356 -0.024
I1 -0.968 -0.551 -0.730
O2 2.314 -0.195 -1.151
Si2 3.879 0.338 -1.025
F1 3.974 1.248 0.303
C10 4.952 -1.168 -0.729
C11 5.558 -1.684 -2.043
O3 4.588 -1.768 -3.083
Si3 4.013 -3.337 -3.359
C12 2.587 -3.119 -4.579
C13 5.375 -4.329 -4.210
C14 3.455 -4.206 -1.782
O4 4.458 1.082 -2.404
C15 4.360 2.455 -2.459
O5 4.834 3.205 -1.632
C16 3.662 3.041 -3.667
C17 4.390 3.978 -4.365
C18 3.873 4.623 -5.460
C19 2.578 4.295 -5.834
C20 1.872 3.340 -5.157
C21 2.393 2.689 -4.061
P1 0.930 2.591 0.037
S1 -0.082 3.292 -1.490
H1 2.971 6.648 8.504
H2 2.946 5.884 6.886
H3 2.760 4.885 8.350
H4 -0.669 5.084 7.926
H5 0.597 4.345 8.936
H6 1.736 3.521 6.792
H7 0.113 2.895 7.087
H8 0.706 5.283 5.298
H9 -0.847 4.460 5.446
H10 0.857 3.953 3.442
H11 1.731 2.981 4.675
H12 -0.918 2.155 4.913
H13 -0.836 2.423 3.167
H14 0.069 0.188 4.711
H15 1.551 0.891 4.120
H16 -0.445 0.769 1.970
H17 -0.428 -0.803 2.741
H18 1.581 -1.353 1.786
H19 2.317 0.221 2.236
H20 4.428 -1.946 -0.166
H21 5.804 -0.820 -0.120
H22 6.390 -1.050 -2.372
H23 6.001 -2.676 -1.847
H24 1.915 -2.375 -4.132
H25 3.009 -2.663 -5.482
H26 2.088 -4.071 -4.774
H27 4.930 -5.225 -4.662
H28 6.147 -4.608 -3.481
H29 5.847 -3.754 -5.016
H30 2.731 -3.568 -1.261
H31 2.987 -5.155 -2.067
H32 4.314 -4.406 -1.128
H33 5.403 4.223 -4.053
H34 4.461 5.367 -5.985
H35 2.163 4.831 -6.684
H36 0.869 3.136 -5.525
H37 1.825 1.933 -3.530
H38 2.184 3.229 0.211
H39 0.212 2.854 1.230
C22 -5.910 -2.515 -1.247
C23 -4.850 -1.556 -1.802
C24 -3.968 -2.354 -2.768
S2 -5.001 -3.670 -3.421
O6 -4.479 -4.937 -2.965
O7 -5.277 -3.422 -4.811
C25 -6.454 -3.274 -2.453
H40 -6.700 -1.983 -0.720
H41 -5.445 -3.212 -0.545
H42 -5.343 -0.742 -2.339
H43 -4.255 -1.109 -1.005
H44 -3.611 -1.739 -3.591
H45 -3.123 -2.813 -2.254
H46 -6.978 -4.190 -2.188
H47 -7.094 -2.638 -3.064
C26 -4.853 4.231 -0.559
C27 -4.462 4.880 0.775
C28 -4.875 3.916 1.895
S3 -4.822 2.269 1.180
O8 -6.160 1.735 1.148
O9 -3.722 1.537 1.758
C29 -4.374 2.785 -0.473
H48 -4.407 4.748 -1.407
H49 -5.939 4.259 -0.678
H50 -3.380 5.032 0.800
H51 -4.932 5.854 0.903
H52 -4.193 3.960 2.741
H53 -5.894 4.102 2.230
H54 -4.846 2.129 -1.202
H55 -3.287 2.723 -0.558
C30 -2.071 -6.583 0.825
C31 -2.663 -7.194 -0.451
C32 -1.961 -6.538 -1.644
S4 -0.331 -6.059 -1.065
O10 -0.236 -4.620 -1.081
O11 0.666 -6.889 -1.695
C33 -0.558 -6.594 0.628
H56 -2.362 -7.141 1.714
H57 -2.425 -5.555 0.940
H58 -2.475 -8.271 -0.459
H59 -3.742 -7.051 -0.507
H60 -1.853 -7.222 -2.481
H61 -2.480 -5.638 -1.967
H62 -0.029 -5.922 1.299
H63 -0.157 -7.603 0.713

E_HOMO = -8.62 eV
HOMO-LUMO gap = 0.3274 Ha
LUMO = 0.29 eV

Mulliken atomic charge list, values in e, 2 entries:
1 C -0.72
2 O -0.40

---

No. 4
# C2H6N2O2

One molecule with the formula C2H6N2O2 (ωB97M-V/def2-TZVPD, the OMol25 dataset).

CARTESIAN COORDINATES (ANGSTROEM)
C1 -0.407 -0.513 1.040
C2 0.024 -0.060 -0.351
H1 0.272 -0.937 1.948
H2 -0.870 0.370 1.633
H3 -1.254 -1.222 0.937
H4 0.679 1.602 -1.063
H5 1.272 2.588 0.610
H6 -0.639 -2.311 -2.225
N1 0.250 1.336 -0.290
N2 -0.070 -0.544 -1.534
O1 1.306 1.582 0.625
O2 -0.563 -1.891 -1.331

E_HOMO = -9.04 eV
HOMO-LUMO gap = 0.3605 Ha
structure (SMILES) = C/C(=N\O)NO
LUMO = 0.77 eV

Mulliken atomic charge list, values in e, 2 entries:
1 C -0.90
2 C 0.59

---

No. 5
# C19H25ClN2W

C19H25ClN2W as an isolated structure (ωB97M-V/def2-TZVPD, the OMol25 dataset).

CARTESIAN COORDINATES (ANGSTROEM)
C1 -0.128 0.181 -5.218
C2 1.243 0.673 -5.108
C3 -0.370 -1.235 -5.478
C4 -1.250 1.117 -5.162
Cl1 -0.338 -0.037 -2.080
H1 -0.360 -1.296 -6.591
H2 -1.324 -1.631 -5.085
H3 0.388 -1.920 -5.056
H4 1.520 0.914 -6.159
H5 1.964 -0.054 -4.692
H6 1.374 1.564 -4.470
H7 -1.392 1.435 -6.219
H8 -1.088 2.006 -4.530
H9 -2.194 0.694 -4.778
C5 1.227 -1.891 1.715
C6 0.511 -2.742 0.822
C7 0.801 -2.327 -0.535
H10 -0.025 -3.658 1.121
C8 1.678 -1.155 -0.470
C9 1.904 -0.885 0.930
H11 2.605 -0.149 1.331
H12 1.193 -1.921 2.809
H13 0.487 -2.843 -1.432
H14 2.104 -0.583 -1.293
C10 -2.336 0.651 1.142
C11 -2.283 -0.553 1.905
C12 -2.298 -1.655 1.018
H15 -2.237 -0.647 2.983
C13 -2.348 -1.146 -0.325
C14 -2.418 0.306 -0.236
H16 -2.641 0.988 -1.022
H17 -2.373 1.663 1.526
H18 -2.345 -2.704 1.310
H19 -2.454 -1.740 -1.210
W1 -0.351 -0.536 0.183
N1 2.780 0.286 3.868
C15 1.691 1.022 4.165
C16 1.864 2.205 4.930
C17 0.735 2.917 5.313
C18 -0.503 2.513 4.810
C19 -0.566 1.365 4.015
N2 0.500 0.643 3.671
H20 2.686 -0.595 3.358
H21 3.640 0.472 4.358
H22 2.871 2.429 5.258
H23 0.828 3.798 5.931
H24 -1.438 2.989 5.064
H25 -1.532 1.072 3.610

multiplicity = 3
E_HOMO (spin up / spin down) = -12.75 / -12.75 eV
<S²> = 2.02
HOMO-LUMO gap (spin up / spin down) = 0.1790 / 0.1793 Ha
LUMO (spin up / spin down) = -7.88 / -7.87 eV
total charge = +2

Mulliken atomic charge list, values in e, 2 entries:
1 C 0.90
2 C -1.05

---

No. 6
# C5H3Cl2F2NO2

A 2-piece molecular cluster, C5H3Cl2F2NO2 overall (ωB97M-V/def2-TZVPD, the OMol25 dataset).

CARTESIAN COORDINATES (ANGSTROEM)
C1 0.483 -1.770 -1.656
C2 -0.835 0.569 0.697
C3 0.911 2.145 0.506
C4 0.688 -1.836 -0.267
C5 -1.552 -0.381 -0.135
N1 0.312 -1.755 -2.807
O1 -0.796 0.574 1.892
O2 -0.094 1.312 -0.156
F1 1.706 -1.071 0.184
F2 -1.699 -0.035 -1.418
Cl1 0.016 -2.889 0.820
Cl2 -2.497 -1.652 0.521
H1 1.878 1.862 -0.153
H2 0.881 1.827 1.628
H3 0.599 3.099 0.344

E_HOMO (spin up / spin down) = -9.15 / -9.16 eV
HOMO-LUMO gap (spin up / spin down) = 0.2865 / 0.2829 Ha
LUMO (spin up / spin down) = -1.35 / -1.46 eV

Mulliken atomic charge list, values in e, 2 entries:
1 C 0.38
2 C 0.81

---

No. 7
# C28H41FGeN2O4Pd

C28H41FGeN2O4Pd as an isolated structure (ωB97M-V/def2-TZVPD, the OMol25 dataset).

CARTESIAN COORDINATES (ANGSTROEM)
Pd1 -0.783 -0.822 -0.985
C1 4.936 -3.803 2.864
C2 5.089 -2.308 2.596
C3 6.483 -1.832 2.240
C4 6.933 -2.351 0.879
C5 5.924 -2.142 -0.172
C6 6.238 -2.219 -1.509
C7 5.240 -1.969 -2.440
F1 5.512 -2.002 -3.677
C8 3.846 -1.635 -2.085
C9 3.495 -1.571 -0.793
C10 2.076 -1.279 -0.391
O1 1.274 -0.931 -1.254
C11 1.775 -1.437 1.014
C12 2.781 -1.757 1.845
N1 4.133 -1.944 1.457
C13 4.504 -1.867 0.214
C14 0.403 -1.247 1.695
O2 0.375 -1.411 2.879
O3 -0.623 -0.886 0.975
H1 5.574 -4.059 3.710
H2 5.238 -4.412 2.010
H3 3.916 -4.072 3.143
H4 4.712 -1.731 3.441
H5 7.168 -2.178 3.013
H6 6.520 -0.740 2.257
H7 7.145 -3.436 0.896
H8 7.887 -1.906 0.578
H9 7.244 -2.432 -1.855
H10 3.138 -1.462 -2.890
H11 2.580 -1.870 2.906
C15 2.355 3.215 -1.781
C16 1.335 3.371 -2.907
C17 -0.115 3.380 -2.442
C18 -0.476 2.041 -1.717
Ge1 -2.390 1.872 -1.392
C19 -3.187 2.295 0.285
C20 -3.044 3.793 0.626
C21 -3.833 4.674 -0.337
C22 -3.255 4.617 -1.744
H12 3.364 3.382 -2.153
H13 2.340 2.207 -1.344
H14 2.180 3.932 -0.978
H15 1.476 2.585 -3.655
H16 1.515 4.313 -3.426
H17 -0.768 3.542 -3.301
H18 -0.283 4.201 -1.745
H19 0.108 2.000 -0.798
H20 -0.144 1.248 -2.403
H21 -3.130 1.285 -2.583
H22 -2.713 1.668 1.046
H23 -4.240 2.020 0.208
H24 -1.994 4.106 0.605
H25 -3.381 3.923 1.653
H26 -3.785 5.711 -0.005
H27 -4.892 4.405 -0.326
H28 -2.267 5.074 -1.784
H29 -3.876 5.105 -2.496
H30 -3.188 3.573 -2.171
O4 -2.719 -0.829 -1.012
C23 -3.620 -1.421 -0.263
C24 -4.958 -1.644 -0.898
C25 -6.218 -1.343 -0.040
C26 -5.950 -0.648 1.296
C27 -5.386 -1.593 2.362
C28 -4.338 -2.542 1.790
N2 -3.360 -1.831 0.938
H31 -4.953 -2.696 -1.209
H32 -4.968 -1.067 -1.823
H33 -6.767 -2.268 0.137
H34 -6.878 -0.721 -0.641
H35 -6.876 -0.218 1.674
H36 -5.272 0.198 1.148
H37 -6.178 -2.215 2.780
H38 -4.978 -1.016 3.193
H39 -4.805 -3.314 1.180
H40 -3.785 -3.039 2.582
H41 -2.441 -1.617 1.311

E_HOMO = -20.04 eV
HOMO-LUMO gap = 0.1444 Ha
LUMO = -16.11 eV
total charge = +4

Mulliken atomic charge list, values in e, 2 entries:
1 Pd 0.54
2 C -1.16

---

No. 8
# CH4NO4P

An isolated ion of composition CH4NO4P and charge -2 (ωB97M-V/def2-TZVPD, the OMol25 dataset).

CARTESIAN COORDINATES (ANGSTROEM)
C1 -0.273 0.674 -1.317
N1 -0.708 1.020 -0.016
O1 1.058 -1.015 2.685
O2 -0.800 -1.402 1.050
O3 1.582 -1.253 0.187
O4 0.323 0.980 0.951
P1 0.585 -0.927 1.264
H1 0.622 1.157 -1.532
H2 0.015 -0.456 -1.643
H3 -1.097 1.024 -1.931
H4 -1.305 0.199 0.300

E_HOMO = 0.66 eV
HOMO-LUMO gap = 0.2426 Ha
structure (SMILES) = CNOP(=O)([O-])[O-]
LUMO = 7.26 eV
total charge = -2

Mulliken atomic charge list, values in e, 2 entries:
1 C -0.74
2 N -0.51

---

Results for strongest force on any atom: 0.01001 0.11361 0.04869 0.10796 0.06407 0.09377 0.01300 0.06177 (in Eh/bohr, following the order of the records).